The following is a quantum chemistry calculation of the molecule C7H14N2 in a non-equilibrium geometry, from OMol25.

## Properties
* total charge: 0
* energy relative to the best compared isomer or geometry (same formula, charge and spin): 0.832 eV
* orbital gap: 10.118 eV

XYZ file:
```
23
Properties=species:S:1:pos:R:3:mulliken_charge:R:1
H -2.030 0.377 1.412 0.23
C 1.400 -1.026 1.265 -1.24
C 2.492 -2.178 -0.757 -1.38
H -0.528 2.169 0.717 0.25
H -3.505 1.353 0.933 0.36
H -2.718 1.457 -1.347 0.30
H 2.122 -1.319 2.021 0.41
C -1.182 2.407 -0.140 -1.28
H -3.311 -0.341 0.324 0.33
H -0.544 2.736 -0.973 0.36
H 2.717 -1.969 -1.779 0.41
H 3.004 -0.246 -0.124 0.22
H 0.651 -1.824 1.166 0.31
N -1.207 0.097 -1.219 -0.56
C 2.080 -0.846 -0.139 0.52
C -2.765 0.596 0.613 -1.19
N 1.229 -0.165 -1.101 -0.54
C -1.996 1.168 -0.591 0.45
H 3.362 -2.570 -0.216 0.38
C 0.019 -0.015 -1.191 0.64
H -1.901 3.190 0.144 0.42
H 0.919 -0.117 1.657 0.26
H 1.692 -2.934 -0.674 0.31
```

The following is a quantum chemistry calculation of the molecule C7H14N2 in a non-equilibrium geometry, from OMol25.

## Properties
* total charge: 0
* energy relative to the best compared isomer or geometry (same formula, charge and spin): 4.507 eV
* orbital gap: 8.953 eV

XYZ file:
```
23
Properties=species:S:1:pos:R:3:mulliken_charge:R:1
H -0.468 -2.379 0.557 0.29
C -1.257 -0.642 -1.099 -1.13
C -1.130 0.045 1.247 -1.15
H 1.442 1.134 -1.027 0.39
H -0.683 -0.787 1.788 0.44
H 0.082 2.802 0.291 0.40
H 3.172 0.812 0.302 0.42
H -1.472 0.057 -1.832 0.32
H 3.123 -0.681 -0.391 0.40
H -0.323 2.147 -1.306 0.37
N 0.402 -1.808 0.221 -0.69
H -2.748 -1.147 0.466 0.28
H -1.661 2.251 -0.176 0.35
H -1.414 -1.664 -1.471 0.42
C -0.087 0.656 0.396 0.80
C 1.245 0.314 -0.324 0.15
C -0.525 2.019 -0.176 -1.80
H -1.601 0.787 1.984 0.37
H 2.456 -0.537 1.246 0.33
H 0.940 -2.319 -0.544 0.27
N -2.106 -0.435 0.120 -0.44
C 2.520 -0.067 0.212 -1.77
C 0.094 -0.557 -0.485 0.99
```

The following is a quantum chemistry calculation of the ion C7H14N2 with charge +2 in a non-equilibrium geometry, from OMol25.

## Properties
* total charge: +2
* energy relative to the best compared isomer or geometry (same formula, charge and spin): 1.809 eV
* orbital gap: 10.753 eV

XYZ file:
```
23
Properties=species:S:1:pos:R:3:mulliken_charge:R:1
H -0.663 -2.517 0.313 0.33
C 1.026 1.069 -0.431 -0.23
H -1.797 0.775 0.453 0.19
C 0.350 -1.236 -1.073 -0.48
H 2.472 -0.408 -0.886 0.30
C 0.158 -0.415 2.374 -0.08
H -2.327 -0.891 0.513 0.36
N -0.236 2.831 -1.689 -0.25
H 1.009 -2.045 0.826 0.37
C 0.277 1.967 -0.936 0.22
H 1.301 -0.031 -2.371 0.33
H -2.242 -0.094 2.072 0.45
H 1.162 -1.015 2.467 0.24
H -0.253 0.207 3.111 0.37
N -0.490 -0.680 1.309 0.14
C 0.109 -1.662 0.363 -0.74
H 1.165 1.014 0.691 0.36
H 0.739 -2.157 -1.466 0.36
H -0.557 -0.885 -1.632 0.34
C 1.452 -0.181 -1.297 -0.43
H -1.310 2.881 -1.901 0.36
C -1.756 -0.137 1.075 -0.86
H 0.409 3.609 -1.886 0.33
```

The following is a quantum chemistry calculation of the molecule C7H14N2O in a non-equilibrium geometry, from OMol25.

## Properties
* total charge: 0
* energy relative to the best compared isomer or geometry (same formula, charge and spin): 2.462 eV
* orbital gap: 9.936 eV

XYZ file:
```
24
Properties=species:S:1:pos:R:3:mulliken_charge:R:1
H -2.161 -1.432 -0.836 0.37
H -2.429 1.191 -0.819 0.33
C -1.602 0.637 -0.417 -0.63
H 1.226 2.582 1.297 0.36
H 0.615 -2.301 1.533 0.35
H -1.150 -2.616 1.144 0.41
H -1.866 0.657 0.659 0.36
O 3.148 -0.347 -0.689 -0.48
C -0.316 1.483 -0.852 -0.74
C -0.370 -1.865 1.149 -1.32
H -1.172 -0.744 -2.092 0.38
C 0.924 0.965 -0.178 -0.04
H 0.016 1.220 1.799 0.22
H -0.192 1.285 -1.991 0.28
H 1.793 0.913 1.816 0.37
N 0.975 -0.480 -0.348 0.71
C -0.104 -1.399 -0.300 0.12
N 2.164 -1.034 -0.725 -0.29
H 1.843 1.411 -0.657 0.37
H 0.266 -2.266 -0.897 0.37
C 1.012 1.453 1.286 -1.29
H -0.500 2.562 -0.664 0.40
C -1.312 -0.775 -1.017 -0.86
H -0.806 -1.099 1.798 0.26
```